Record 1
Molecular formula: C37H90Li4N6O15
Method: DFT, ωB97M-V/def2-TZVPD

Geometry as XYZ:
```
152
Properties=species:S:1:pos:R:3:forces:R:3
Li 1.840073 2.081932 0.147414 0.44 -0.98 0.16
Li -0.722289 3.335671 -0.238672 -0.81 -0.46 0.12
Li 0.865837 -0.208160 3.226017 -0.51 0.98 -0.26
Li -0.475877 -2.156869 1.756963 -0.65 0.11 -0.92
C 0.134120 0.698560 1.140821 0.35 0.75 -2.02
O -0.470508 -0.218862 1.657643 -4.47 -4.47 2.41
O -0.314698 1.480616 0.252024 -0.44 1.80 -0.74
O 1.321324 0.721879 1.463198 5.54 1.90 1.31
C -6.806840 -1.294836 0.456111 0.38 0.59 -0.02
O -5.364271 -1.253387 0.407684 -0.94 0.09 -0.88
C -4.866643 -0.014222 0.892244 1.27 -0.82 0.34
C -3.344346 0.111606 0.604666 -0.73 -0.12 -0.57
N -2.926392 0.497219 -0.753838 -1.87 0.08 0.05
C -3.410489 -0.501790 -1.723990 1.32 -0.02 -0.73
C -2.816441 -0.439884 -3.131378 -0.73 1.13 -0.20
O -3.401240 0.646205 -3.878772 -0.10 0.05 1.25
C -3.084752 0.675614 -5.242558 0.54 -1.85 -0.58
H -7.205403 -2.244567 0.099392 0.48 -0.17 0.41
H -7.274865 -0.548453 -0.185729 0.31 0.30 -0.30
H -7.131800 -1.025483 1.461069 -0.17 -0.46 0.24
H -4.916556 -0.139115 1.973913 -0.17 0.62 0.43
H -5.440674 0.860334 0.586042 -0.12 0.00 -0.28
H -2.911237 -0.870823 0.792690 0.01 -0.32 0.46
H -2.916398 0.803187 1.330397 0.07 0.04 -0.06
H -1.926115 0.630623 -0.711985 0.34 -0.44 -0.27
H -4.492525 -0.538531 -1.850315 0.08 0.30 0.48
H -3.067000 -1.481854 -1.392937 -0.28 -0.54 0.35
H -3.048244 -1.398449 -3.595631 -0.11 -0.10 -0.34
H -1.729906 -0.358479 -3.100979 0.34 0.24 -0.11
H -2.011925 0.749043 -5.420721 0.23 0.76 0.06
H -3.678065 1.351776 -5.858098 0.09 0.37 0.68
H -3.281230 -0.324387 -5.629186 -0.35 -0.28 -0.37
C 6.909153 0.124308 -3.714046 -0.87 0.54 0.67
O 6.446805 -0.823658 -2.723416 1.09 0.21 -1.88
C 6.913620 -2.079803 -3.226763 -1.22 -1.16 1.13
C 6.074135 -3.152487 -2.547350 0.70 -0.83 -0.14
N 4.706268 -3.117684 -3.018995 -0.08 0.13 -0.38
C 3.880657 -4.206139 -2.500319 -0.37 1.80 0.72
C 3.593684 -4.068717 -0.998509 -0.29 -0.44 1.41
O 3.287530 -2.706479 -0.582831 1.15 0.28 -0.36
C 2.942889 -2.443240 0.790620 -0.48 -1.05 -1.29
H 6.614200 1.118336 -3.377864 0.56 0.11 0.30
H 6.381237 0.037088 -4.663675 -0.05 -0.58 -0.15
H 7.978057 0.001564 -3.888626 0.03 0.31 0.13
H 7.970475 -2.292872 -3.066292 0.23 0.53 0.39
H 6.752329 -2.193585 -4.298748 -0.23 0.30 -0.15
H 6.012381 -3.063873 -1.462719 0.86 0.27 0.33
H 6.554349 -4.105912 -2.767516 -0.14 -0.25 -0.07
H 4.438499 -2.264107 -2.550156 -1.02 0.31 -0.37
H 4.359408 -5.156539 -2.736203 -0.32 -0.07 0.11
H 2.873886 -4.116374 -2.908293 0.19 -0.26 -0.84
H 4.379616 -4.525193 -0.396820 0.33 0.44 0.25
H 2.709295 -4.665445 -0.775197 -0.27 -0.25 0.03
H 3.629848 -2.790514 1.562365 0.42 -0.10 -0.30
H 2.003768 -2.984798 0.904070 -0.43 -0.02 0.67
H 2.761167 -1.374256 0.901847 0.12 0.04 -0.15
C -1.104064 -5.913897 5.275863 -1.53 -0.63 -0.46
O -0.810898 -4.606003 4.855105 -0.04 1.57 -0.32
C -1.975871 -3.869020 4.450626 -0.41 -0.51 -0.47
C -2.554818 -4.195747 3.065288 0.91 -0.68 0.68
N -1.555169 -3.962444 2.003691 -0.73 -0.25 -1.68
C -2.223814 -4.164811 0.643322 -0.11 1.33 0.72
C -1.281552 -3.936912 -0.488957 1.40 0.59 -0.68
O -0.574679 -2.726343 -0.218641 0.27 0.73 1.50
C 0.226265 -2.143691 -1.245539 -0.49 -0.64 0.25
H -0.250238 -6.524930 5.568657 0.23 0.61 -0.21
H -1.642021 -6.390900 4.456611 0.25 -0.62 -0.17
H -1.846078 -5.934341 6.074033 0.16 0.26 0.48
H -1.824580 -2.791158 4.392140 0.94 0.10 0.48
H -2.809654 -3.988949 5.142385 0.08 -0.24 0.42
H -3.425393 -3.549378 2.953875 0.07 0.09 -0.35
H -2.903239 -5.228414 3.048071 -0.16 -0.10 -0.15
H -0.866939 -4.701618 1.996297 0.32 -0.27 0.77
H -2.939388 -3.343241 0.610662 -0.58 -0.36 -0.16
H -2.680326 -5.143130 0.492985 -0.25 0.01 0.42
H -1.732072 -3.807242 -1.472998 -0.64 -0.30 0.10
H -0.567044 -4.754065 -0.588125 0.26 -0.22 0.03
H 0.921197 -1.426247 -0.809133 -0.19 -0.12 0.24
H -0.438485 -1.605238 -1.921014 0.23 -0.23 -0.46
H 0.808452 -2.960082 -1.672948 0.06 0.30 -0.60
C -4.351406 1.974280 4.258754 -0.13 0.81 0.49
O -3.101327 1.774145 4.870329 0.96 0.02 0.03
C -2.660437 0.440434 4.916599 -0.59 -0.87 1.58
C -1.345089 0.337438 5.752218 -1.00 0.67 -2.69
N -0.335482 0.931545 4.844865 1.27 -0.24 0.39
C 0.809419 1.462096 5.612540 0.73 -0.12 -0.73
C 1.946574 2.123269 4.740046 -0.18 -0.75 2.61
O 1.613904 3.421667 4.419034 -1.11 -0.05 -1.66
C 2.446718 4.067824 3.450708 -0.36 0.12 1.75
H -4.573252 3.006637 4.529193 -0.26 0.04 -0.41
H -5.156158 1.372529 4.681096 0.11 -0.38 0.08
H -4.326572 1.855490 3.175536 0.08 -0.08 -0.15
H -2.621678 0.017602 3.912704 0.44 -0.16 -0.22
H -3.406261 -0.110774 5.489333 -0.29 -0.41 -0.09
H -1.046609 -0.694416 5.937391 -0.33 0.05 0.35
H -1.548754 0.918856 6.651431 0.42 -0.06 0.21
H -0.790591 1.679478 4.341321 -0.01 0.37 0.02
H 1.249093 0.622155 6.150394 0.25 -0.30 -0.19
H 0.465202 2.078498 6.443001 0.14 0.74 -0.27
H 2.345831 1.475438 3.959658 -0.58 -0.02 -0.86
H 2.812007 2.185101 5.399813 0.30 -0.14 0.42
H 3.470405 3.897226 3.783947 0.30 0.52 -0.21
H 2.091910 5.085268 3.615062 0.73 0.24 -0.69
H 2.363712 3.742668 2.413652 -0.42 -0.27 -0.06
C 4.783939 1.699474 1.649483 -0.42 0.46 1.62
O 4.163860 2.101317 0.461741 0.48 -1.43 -1.13
C 4.707631 1.314478 -0.644259 -1.75 0.68 0.02
C 3.706774 1.420901 -1.801612 2.28 -0.13 0.24
N 2.407973 0.891754 -1.494459 -0.89 0.71 0.17
C 1.523682 0.852437 -2.682154 0.36 -0.22 0.76
C 1.844295 -0.318278 -3.655657 -0.35 2.26 0.54
O 0.849859 -0.229161 -4.640767 0.05 -1.09 -0.25
C 1.101169 -1.165078 -5.689679 0.07 0.64 -1.02
H 4.409356 2.418119 2.378402 0.45 -0.09 0.28
H 5.873324 1.667071 1.666829 0.13 0.51 -0.52
H 4.498723 0.713054 2.015169 -0.46 -0.34 -0.35
H 4.742044 0.238964 -0.470523 0.17 -0.14 0.88
H 5.722021 1.663333 -0.837669 -0.13 0.05 -0.40
H 4.245527 0.810975 -2.526756 -0.18 0.29 -0.87
H 3.609477 2.464962 -2.099236 0.02 -0.05 -0.36
H 2.440566 -0.016826 -1.054552 0.31 -0.26 0.00
H 1.635949 1.818248 -3.174803 0.15 -0.12 -0.38
H 0.510894 0.898802 -2.281891 -0.29 -0.68 -0.32
H 1.953497 -1.272306 -3.139908 -0.34 -0.30 0.03
H 2.807931 -0.067997 -4.099355 0.31 -0.27 -0.10
H 0.512601 -2.080472 -5.628417 0.20 -0.11 0.45
H 2.170684 -1.333984 -5.815062 0.09 -0.47 0.45
H 0.857463 -0.714374 -6.651743 -0.47 0.28 0.12
C -0.556922 5.722298 -5.275387 -0.62 -0.47 0.41
O -1.537698 4.778086 -4.762434 1.09 0.04 -1.35
C -1.388455 4.558121 -3.375262 -0.80 0.00 -1.43
C -2.265020 3.341161 -2.974356 1.13 1.32 -2.58
N -2.289848 3.239492 -1.589850 0.52 0.02 2.33
C -3.299875 4.054165 -0.948346 -0.19 -0.23 1.54
C -3.247181 3.915515 0.596809 0.04 0.12 -0.18
O -1.941458 4.182758 1.113538 1.71 0.15 -0.49
C -1.708172 3.921047 2.519870 -0.88 -0.20 -0.84
H 0.439654 5.371155 -5.007728 0.15 0.20 0.16
H -0.765651 6.722538 -4.895851 0.18 0.06 0.41
H -0.575062 5.839570 -6.358911 -0.49 -0.61 0.03
H -1.655742 5.543212 -2.992819 -0.38 -0.21 1.25
H -0.349547 4.378383 -3.098752 0.40 -0.24 0.02
H -1.875145 2.381468 -3.313591 0.59 0.35 -0.55
H -3.238009 3.365352 -3.465079 -0.32 0.44 0.11
H -2.584434 2.280643 -1.471831 -0.27 -0.46 1.00
H -4.254086 3.638179 -1.271647 -0.52 0.55 0.13
H -3.233650 5.123708 -1.147858 0.16 -0.15 -0.55
H -3.493840 2.895812 0.892571 -0.44 0.00 0.09
H -3.908909 4.679359 1.005171 -0.41 -0.35 0.22
H -0.653450 3.988180 2.786634 0.06 0.29 -0.44
H -2.014489 2.890458 2.699216 -0.26 -0.02 0.38
H -2.280880 4.641537 3.103832 -0.03 -0.21 0.20
```
Positions in Å, forces in eV/Å.

Results
HOMO energy in eV: -12.694
Charge: +2
Energy in eV: -80288.659
Kohn-Sham gap in eV: 7.8

---

Record 2
Molecular formula: C33H51BrCuNP3
Method: DFT, ωB97M-V/def2-TZVPD

Geometry as XYZ:
```
90
Properties=species:S:1:pos:R:3:forces:R:3
N -3.515399 1.248706 -6.101905 -0.02 0.07 -0.07
C -4.233472 1.538275 -5.016218 0.53 -0.26 0.67
C -3.718461 1.443332 -3.709876 0.60 -0.15 -0.50
C -2.356551 1.092631 -3.544821 -0.10 -0.33 -0.96
C -1.613650 0.788157 -4.700732 -0.89 0.15 -0.47
C -2.245500 0.872830 -5.958384 0.10 0.06 0.90
C -1.720627 1.106030 -2.210331 -0.05 1.95 0.36
Cu -0.173574 0.017220 -1.873087 -1.11 -2.01 0.09
P 1.882743 -0.344739 -1.824941 2.77 -0.25 -0.41
C -0.544557 1.888964 -1.921369 -2.02 0.86 -1.02
C -0.430765 2.616377 -0.651110 0.18 -0.14 0.92
C 0.758716 3.309406 -0.351148 -0.38 -0.39 0.06
C 1.047478 3.680173 0.954499 -0.14 0.29 0.79
C 0.112132 3.422401 1.974186 -1.27 1.87 -3.99
C -1.196679 3.066431 1.601500 0.44 0.49 0.76
C -1.460233 2.619328 0.317655 0.62 -0.10 -0.38
Br 0.918618 1.248212 2.879612 0.51 -1.96 1.90
H -2.434870 0.964731 -1.397515 0.25 0.15 -0.11
H 0.068694 2.307309 -2.730574 -0.47 -0.15 0.07
H -4.364593 1.661017 -2.860670 0.22 0.02 -0.12
H -0.576469 0.467697 -4.656165 -0.01 0.09 0.10
H -5.266676 1.854990 -5.170204 0.27 -0.12 -0.03
H -1.696504 0.636086 -6.871066 -0.15 0.05 0.21
H 1.463849 3.515676 -1.159106 -0.08 -0.11 0.34
H -2.461275 2.273238 0.062571 0.27 0.14 0.13
H 2.011521 4.130933 1.174095 -0.11 -0.04 0.05
H -2.011942 3.103106 2.322193 0.15 0.01 -0.10
P -1.099630 -2.171199 -1.686988 -0.69 -0.52 -0.06
C 3.052112 1.061696 -1.673758 0.09 0.31 0.23
C 4.565207 0.859006 -1.495670 0.33 0.14 0.12
H 2.650040 1.677805 -0.857427 0.24 -0.10 -0.14
H 2.915879 1.645615 -2.598773 -0.26 -0.09 0.25
H 5.033664 1.835306 -1.298460 -0.18 -0.25 -0.12
H 4.815766 0.216840 -0.649329 -0.02 0.30 -0.32
H 5.052824 0.454890 -2.391218 -0.23 0.11 0.28
C 2.355834 -1.019397 -3.479644 -0.40 -0.05 0.18
C 3.684106 -1.749002 -3.616803 0.30 -0.30 -0.33
H 2.339278 -0.138507 -4.136971 -0.08 -0.15 0.07
H 1.518145 -1.657088 -3.799368 0.24 0.05 0.00
H 3.730168 -2.229824 -4.605080 -0.02 0.07 0.31
H 4.546258 -1.078335 -3.566573 -0.25 -0.12 0.07
H 3.816292 -2.533034 -2.863283 -0.05 0.10 -0.09
C 2.213790 -1.583923 -0.500187 -0.23 -0.13 0.26
C 3.494626 -1.509136 0.322676 0.21 -0.36 0.14
H 2.115000 -2.587142 -0.952296 -0.06 0.35 0.10
H 1.359543 -1.459168 0.189996 0.40 -0.10 -0.31
H 3.515401 -2.332016 1.051206 -0.09 0.20 -0.17
H 4.381161 -1.623671 -0.308534 -0.16 0.04 0.25
H 3.551078 -0.572464 0.891234 0.10 -0.17 -0.21
C -1.076316 -2.751299 0.071686 0.34 0.24 -0.05
C -1.587028 -4.154699 0.382698 -0.10 -0.20 0.11
H -1.650109 -2.005784 0.637907 0.21 -0.06 -0.07
H -0.033626 -2.673529 0.401857 -0.33 -0.01 0.05
H -2.577646 -4.359260 -0.036413 0.14 0.07 0.02
H -0.896382 -4.931738 0.036933 -0.16 0.18 0.03
H -1.665778 -4.261166 1.471493 -0.01 -0.04 -0.22
C -0.421287 -3.622122 -2.622260 0.37 0.23 0.29
C -0.803759 -3.685851 -4.100122 -0.04 -0.03 -0.15
H -0.760090 -4.533654 -2.107245 0.09 0.31 -0.12
H 0.672166 -3.569523 -2.507266 -0.21 -0.16 -0.07
H -1.873787 -3.892243 -4.225907 0.27 0.10 -0.01
H -0.567563 -2.757408 -4.634421 -0.06 -0.12 0.08
H -0.252107 -4.500134 -4.587087 -0.15 0.21 0.11
C -2.885505 -2.301630 -2.128156 0.21 -0.09 -0.33
C -3.846725 -1.614092 -1.164641 -0.20 0.08 -0.01
H -3.120072 -3.373870 -2.226487 0.08 0.31 0.08
H -2.970770 -1.864165 -3.133851 -0.09 -0.16 0.19
H -4.850697 -2.041815 -1.281484 0.23 0.18 0.07
H -3.544222 -1.742609 -0.119318 -0.20 0.02 -0.18
H -3.917290 -0.542446 -1.382588 -0.02 -0.22 0.12
C 0.025677 3.723104 4.465332 -0.56 0.28 1.33
P -0.248445 1.992725 4.657304 1.37 -1.26 -0.97
C -1.882949 1.328553 4.361031 -0.63 0.02 0.17
C 0.440245 1.319612 6.154478 0.19 -0.11 0.51
C -0.275590 1.542850 7.352618 0.24 -0.10 -0.14
C 0.235586 1.055411 8.556226 0.13 -0.06 -0.28
C 1.446589 0.348174 8.566586 -0.13 0.09 -0.23
C 2.153487 0.137783 7.377980 -0.11 0.07 0.04
C 1.659775 0.624180 6.167463 -0.18 0.13 0.11
H 0.232240 3.905738 3.278085 -0.16 -0.08 0.24
H 0.898294 4.006777 5.062346 -0.05 0.00 -0.24
H -0.861591 4.261646 4.806643 0.11 0.29 -0.26
H -1.971826 0.370404 4.893903 0.12 0.35 -0.06
H -2.628378 2.034910 4.752107 0.03 -0.23 -0.09
H -2.060198 1.148672 3.293762 0.12 0.21 0.34
H -1.214572 2.102128 7.338677 0.23 -0.19 0.10
H -0.309344 1.220765 9.484091 0.13 -0.03 -0.24
H 1.839686 -0.044180 9.507676 -0.15 0.16 -0.33
H 3.096627 -0.409642 7.390866 -0.29 0.17 0.01
H 2.204754 0.473639 5.235619 -0.10 -0.04 0.33
```
Positions in Å, forces in eV/Å.

Results
Spin multiplicity: 2
HOMO energy (alpha / beta) in eV: -13.214 / -13.075
Charge: +2
Energy in eV: -179070.928
⟨S²⟩: 0.7637
Kohn-Sham gap (alpha / beta) in eV: 7.7 / 6.2
Relative energy (zero: lowest compared OMol25 entry of this formula, charge and spin) in eV: 0.000

---

Record 3
Molecular formula: H6O3
Method: DFT, ωB97M-V/def2-TZVPD

Geometry as XYZ:
```
9
Properties=species:S:1:pos:R:3:forces:R:3
O 1.985231 -3.440697 -5.922318 -0.09 0.29 -0.10
H 1.648990 -4.233654 -6.346614 0.09 -0.11 0.10
H 2.593978 -3.720964 -5.235807 0.00 -0.18 0.00
O -0.194047 3.105490 -0.388689 -0.32 -0.18 0.10
H 0.457858 3.774965 -0.606928 -0.13 0.18 -0.02
H -1.055611 3.542473 -0.326403 0.45 0.01 -0.08
O -2.100270 0.060609 6.358621 0.40 0.24 0.18
H -1.959897 0.547489 5.539806 -0.08 -0.06 -0.03
H -1.376231 0.364288 6.928331 -0.32 -0.18 -0.16
```
Positions in Å, forces in eV/Å.

Results
Structure (SMILES): O.O.O
HOMO energy in eV: -11.572
Charge: 0
Energy in eV: -6239.584
Kohn-Sham gap in eV: 12.6
Relative energy (zero: lowest compared OMol25 entry of this formula, charge and spin) in eV: 0.669

---

Record 4
Molecular formula: H5N2OP
Method: DFT, ωB97M-V/def2-TZVPD

Geometry as XYZ:
```
9
Properties=species:S:1:pos:R:3:forces:R:3
H -0.124805 -0.324064 -2.273407 0.82 0.27 -0.14
N 0.703234 -0.304804 -1.676037 0.02 0.85 0.51
P 1.670551 0.892054 -1.359159 -1.35 -0.73 -1.10
O 2.312975 0.407533 0.011817 -0.33 -1.07 0.55
H 1.752202 -0.399396 0.204113 0.99 0.71 0.15
N -0.987248 -0.145593 1.152676 -3.88 0.19 2.25
H -1.335406 -0.830424 1.898099 0.36 1.45 -1.43
H -0.231628 -0.584900 0.783399 2.65 -1.50 -1.63
H -1.706656 -0.096125 0.404139 0.71 -0.18 0.84
```
Positions in Å, forces in eV/Å.

Results
Structure (SMILES): [H]/N=P/O.N
HOMO energy in eV: -9.896
Charge: 0
Energy in eV: -14397.486
Kohn-Sham gap in eV: 10.1
Relative energy (zero: lowest compared OMol25 entry of this formula, charge and spin) in eV: 1.703

---

What is the charge in the third record? 0

---

Which formula does entry 4 have? H5N2OP

---

The lowest energy belongs to which entry? C33H51BrCuNP3